A structure of composition C8H7NO6Tl in a non-equilibrium geometry, computed with ωB97M-V/def2-TZVPD.

Last column: natural (NBO) charge in e.
Geometry (Å):
1 O 4.1162 -1.6083 -2.8042  -0.29
2 C 3.6258 -0.7856 -2.1802  0.55
3 Tl 2.1284 0.7665 -0.6320  0.86
4 O 4.2025 4.0706 -0.3495  -0.31
5 C 3.6594 3.0846 -0.4865  0.53
6 C 0.4623 2.5077 1.0342  0.49
7 O -0.2175 3.0953 1.7332  -0.34
8 C 3.0402 0.1344 1.9010  0.53
9 O 3.2130 -0.1177 2.9968  -0.32
10 C 0.5316 2.0356 -2.5038  0.52
11 O -0.2415 2.6096 -3.1118  -0.32
12 C -1.4828 -2.4833 0.8327  -0.47
13 N -1.9422 -1.2082 0.3104  -0.03
14 C -3.3713 -0.9166 0.2562  -0.47
15 C -1.0566 -0.3127 -0.0971  0.53
16 O 0.1858 -0.5237 -0.0220  -0.50
17 H -2.3716 -3.0533 1.1012  0.28
18 H -0.8570 -2.3466 1.7254  0.31
19 H -0.9136 -3.0223 0.0642  0.31
20 H -3.6283 -0.0345 0.8608  0.32
21 H -3.6893 -0.7311 -0.7786  0.32
22 H -3.9126 -1.7806 0.6416  0.29
23 H -1.4808 0.6200 -0.4920  0.21

Computed properties:
**Electronic energy**: -986.413044 Eh
**Highest occupied orbital energy (alpha / beta)**: -23.533 / -21.044 eV
**Energy relative to the best compared isomer or geometry (same formula, charge and spin)**: 0.000 eV
**Charge**: +3
**LUMO energy (alpha / beta)**: -0.546 / -0.586 Ha
**HOMO-LUMO gap (alpha / beta)**: 8.66 / 5.10 eV

=====

A cluster of 2 separate species, C2H7N in total in a non-equilibrium geometry, computed with ωB97M-V/def2-TZVPD.

Last column: natural (NBO) charge in e.
Geometry (Å):
1 C -1.6633 1.1335 1.0351  -0.05
2 N -0.4938 0.7314 0.6581  -0.59
3 C 1.4255 -0.9629 -1.1147  -0.86
4 H -1.9028 1.5387 2.0242  0.16
5 H -2.3762 1.3599 0.2342  0.14
6 H -0.5623 0.1679 1.5441  0.35
7 H 2.2357 -0.8307 -0.4145  0.21
8 H 1.5197 -0.3446 -2.0010  0.21
9 H 1.3509 -2.0265 -1.3200  0.20
10 H 0.4666 -0.7667 -0.6455  0.24

Computed properties:
**Electronic energy**: -135.053555 Eh
**Highest occupied orbital energy**: -9.805 eV
**SMILES**: C=N.C
**Energy relative to the best compared isomer or geometry (same formula, charge and spin)**: 2.488 eV
**Charge**: 0
**LUMO energy**: 0.030 Ha
**HOMO-LUMO gap**: 10.61 eV

=====

A structure of composition C34H31BCrNO6 in a non-equilibrium geometry, computed with ωB97M-V/def2-TZVPD.

Last column: Mulliken spin population.
Geometry (Å):
1 C -6.5630 0.6055 2.3750  0.02
2 C -5.3402 -0.1972 2.1561  0.29
3 C -5.2650 -1.5738 2.0940  0.18
4 C -3.9365 -1.8919 1.8321  0.03
5 C -3.2499 -0.7086 1.7495  0.34
6 B -1.6811 -0.5181 1.5312  0.09
7 O -1.4107 0.7180 0.7456  0.01
8 C -0.5014 1.4950 1.4729  0.00
9 C -0.5627 1.1043 2.9388  0.00
10 N -0.9755 -0.3437 2.9938  0.01
11 C -1.8550 -0.6489 4.1560  0.01
12 C 0.1748 -1.3105 2.8563  0.00
13 C -0.2311 -2.3316 1.8096  0.01
14 O -1.0975 -1.7312 0.8875  0.01
15 O -4.0929 0.3386 1.9612  -0.04
16 H -7.4366 -0.0254 2.5384  0.00
17 H -6.4460 1.2570 3.2403  0.03
18 H -6.7572 1.2337 1.5062  0.03
19 H -6.0793 -2.2672 2.2247  0.01
20 H -3.5079 -2.8747 1.7315  0.00
21 H 0.4928 1.3196 1.0451  0.00
22 H -0.7510 2.5526 1.3162  0.00
23 H 0.3944 1.2362 3.4513  0.00
24 H -1.3061 1.7015 3.4724  0.00
25 H -1.3126 -0.4966 5.0853  0.00
26 H -2.7255 0.0029 4.1467  0.00
27 H -2.1941 -1.6808 4.1097  0.00
28 H 1.0674 -0.7653 2.5419  0.00
29 H 0.3916 -1.7692 3.8255  0.00
30 H 0.6287 -2.7354 1.2600  0.00
31 H -0.7629 -3.1790 2.2587  0.00
32 O 9.8312 -2.6317 1.5134  0.03
33 C 8.8023 -2.5365 1.9935  -0.09
34 Cr 7.1293 -2.3963 2.7706  1.27
35 C 6.9351 -0.6099 2.2206  -0.12
36 O 6.7870 0.4719 1.8930  0.02
37 C 7.8224 -1.8161 4.4158  -0.08
38 O 8.2220 -1.4693 5.4252  0.04
39 C 6.8620 -4.4838 3.2921  -0.10
40 C 6.8605 -4.3460 1.8804  0.11
41 C 5.9806 -3.4315 1.2539  -0.15
42 C 5.0948 -2.6147 2.0358  0.10
43 C 4.2819 -1.6348 1.4173  0.03
44 C 3.7935 -0.6373 0.8724  0.00
45 C 3.5217 0.5500 0.2474  0.00
46 C 3.5631 1.7526 1.0570  0.00
47 C 3.6217 1.6559 2.4584  0.00
48 C 3.6673 2.7807 3.2481  0.00
49 C 3.6781 4.0417 2.6806  0.00
50 C 3.6283 4.1688 1.3057  0.00
51 C 3.5683 3.0486 0.5193  0.00
52 C 3.3318 0.5123 -1.1888  0.00
53 C 3.1634 -0.7203 -1.8435  0.00
54 C 2.9945 -0.7851 -3.2063  0.00
55 C 3.0023 0.3642 -3.9747  0.00
56 C 3.1655 1.5902 -3.3588  0.00
57 C 3.3224 1.6567 -1.9999  0.00
58 C 5.1236 -2.7522 3.4645  -0.15
59 C 5.9793 -3.6991 4.0773  0.11
60 H 7.5362 -5.2011 3.7696  0.00
61 H 7.5779 -4.9123 1.2802  0.00
62 H 5.9677 -3.3468 0.1634  -0.01
63 H 3.6344 0.6832 2.9175  0.00
64 H 3.7136 2.6834 4.3198  0.00
65 H 3.7442 4.9223 3.3019  0.00
66 H 3.6687 5.1445 0.8486  0.00
67 H 3.5445 3.1287 -0.6642  0.00
68 H 3.1510 -1.6257 -1.2628  0.00
69 H 2.8615 -1.7400 -3.6863  0.00
70 H 2.8915 0.3084 -5.0472  0.00
71 H 3.1926 2.4931 -3.9466  0.00
72 H 3.4702 2.6960 -1.4475  0.00
73 H 4.4894 -2.1052 4.0756  -0.01
74 H 5.9735 -3.8170 5.1635  0.00

Computed properties:
**Electronic energy**: -2888.679859 Eh
**Highest occupied orbital energy (alpha / beta)**: -16.380 / -16.373 eV
**Energy relative to the best compared isomer or geometry (same formula, charge and spin)**: 0.602 eV
**Charge**: +3
**LUMO energy (alpha / beta)**: -0.383 / -0.382 Ha
**HOMO-LUMO gap (alpha / beta)**: 5.96 / 5.98 eV
**⟨S²⟩**: 2.03
**Multiplicity**: 3

=====

A structure of composition C41H46N9O7PW in a non-equilibrium geometry, computed with ωB97M-V/def2-TZVPD.

Last column: Mulliken spin population.
Geometry (Å):
1 W 0.5165 -0.4938 -0.4823  1.56
2 O 2.6899 -3.0556 0.5315  0.01
3 C 2.4177 -1.9621 1.0089  0.03
4 O 2.3992 -0.8246 0.3653  0.02
5 C 2.0243 -1.7725 2.4307  -0.03
6 C 2.7274 -2.3760 3.4446  -0.01
7 C 2.4117 -2.0737 4.7648  0.02
8 C 1.4052 -1.1986 5.0687  -0.02
9 C 0.6777 -0.6190 4.0268  0.04
10 C 0.9275 -0.8983 2.6582  0.02
11 O 0.1897 -0.4724 1.6729  0.06
12 N -0.4244 0.2092 4.4091  0.00
13 O 0.0904 2.0249 3.9707  0.01
14 O -0.8778 0.2474 5.4744  -0.01
15 N 3.1731 -2.6952 5.8600  0.00
16 O 4.0481 -3.4691 5.5439  0.00
17 O 2.8488 -2.4038 6.9896  0.00
18 H 3.5326 -3.0625 3.2184  0.00
19 H 1.1737 -0.9706 6.1010  0.00
20 C -1.2841 1.1107 -3.1090  0.01
21 C -1.4086 1.5111 -4.5978  0.00
22 N -0.7661 0.5118 -5.4362  0.00
23 C 0.6672 0.5789 -5.1869  0.00
24 C 0.9451 0.5358 -3.6647  0.06
25 N -0.2552 0.0465 -2.9166  -0.01
26 C -0.7732 -1.1615 -3.6212  0.03
27 C -1.2575 -0.8046 -5.0495  0.00
28 H -2.2345 0.7227 -2.7525  0.00
29 H -1.0080 1.9717 -2.5012  0.00
30 H -0.9389 2.4762 -4.7895  0.00
31 H -2.4594 1.5973 -4.8750  0.00
32 H 1.0657 1.4960 -5.6207  0.00
33 H 1.1466 -0.2575 -5.6982  0.00
34 H 1.1788 1.5281 -3.2734  0.00
35 H 1.7810 -0.1169 -3.4541  -0.04
36 H -1.5837 -1.5810 -3.0193  -0.02
37 H 0.0334 -1.8892 -3.6658  0.00
38 H -2.3465 -0.7941 -5.1101  0.00
39 H -0.8987 -1.5443 -5.7659  0.00
40 N -2.6406 -0.7370 -0.5832  0.00
41 C -3.8013 -0.0678 -0.6188  0.00
42 C -3.5057 1.2679 -0.4580  0.00
43 C -2.1212 1.3117 -0.3178  -0.03
44 N -1.5928 0.0888 -0.3946  0.04
45 H -2.4865 -1.7317 -0.6247  0.01
46 H -4.7388 -0.5816 -0.7519  0.00
47 H -4.2040 2.0858 -0.4382  0.00
48 H -1.4845 2.1742 -0.1995  0.00
49 C -1.2431 6.7990 1.8448  0.00
50 C -0.1715 6.3970 2.6319  0.00
51 C 0.0455 5.0506 2.8754  0.00
52 C -0.8248 4.0984 2.3501  0.00
53 C -1.9093 4.5080 1.5766  0.00
54 C -2.1122 5.8542 1.3171  0.00
55 P -0.4888 2.3405 2.5807  0.01
56 C 0.9873 2.1210 1.4734  0.08
57 C 2.0950 2.5994 2.1756  0.01
58 C 3.3536 2.7322 1.6029  0.01
59 C 3.5639 2.3951 0.2830  0.01
60 C 2.5002 1.8727 -0.4285  0.01
61 C 1.2490 1.6806 0.1592  0.02
62 C -2.1502 1.5781 2.7067  0.00
63 C -2.5538 0.2666 2.4488  0.02
64 C -3.7771 -0.1967 2.8991  0.00
65 C -4.6257 0.6258 3.6287  0.00
66 C -4.2208 1.9148 3.9302  0.00
67 C -2.9921 2.3812 3.4840  0.00
68 H -1.4073 7.8509 1.6546  0.00
69 H 0.4933 7.1349 3.0594  0.00
70 H 0.8767 4.7470 3.4989  0.00
71 H -2.6211 3.7816 1.2033  0.00
72 H -2.9582 6.1689 0.7209  0.00
73 H 1.9952 2.8718 3.2157  0.00
74 H 4.1637 3.1173 2.2078  0.00
75 H 4.5323 2.5186 -0.1814  0.00
76 H 2.6396 1.5671 -1.4586  -0.01
77 H 0.4970 1.4468 -0.6905  -0.10
78 H -1.8907 -0.4105 1.9437  -0.01
79 H -4.0636 -1.2216 2.6971  0.00
80 H -5.5800 0.2567 3.9797  0.00
81 H -4.8477 2.5621 4.5277  0.00
82 H -2.6982 3.3797 3.7728  0.00
83 C -0.7699 -4.9330 -1.8830  0.00
84 C -0.9127 -4.0076 -0.6869  0.01
85 N 0.0593 -2.8759 -0.7707  0.09
86 C 1.1014 -2.9168 -1.7359  0.02
87 N 1.6663 -1.7507 -1.8340  0.04
88 C 3.0455 -1.7595 -2.3351  0.02
89 C 3.1352 -2.6952 -3.5316  0.00
90 C 2.6812 -4.0925 -3.1331  0.00
91 N 1.4345 -4.0338 -2.3589  0.01
92 C 0.6947 -5.2699 -2.1002  0.00
93 H -1.1625 -4.4554 -2.7844  0.00
94 H -1.3499 -5.8385 -1.7107  0.00
95 H -0.7044 -4.5547 0.2325  0.00
96 H -1.9342 -3.6298 -0.6115  0.00
97 H 0.5878 -2.9526 0.1034  0.00
98 H 3.6938 -2.0935 -1.5235  -0.01
99 H 3.3469 -0.7470 -2.5955  -0.01
100 H 4.1582 -2.7497 -3.9004  0.00
101 H 2.5143 -2.3154 -4.3480  0.00
102 H 3.4384 -4.5828 -2.5172  0.00
103 H 2.5045 -4.7141 -4.0107  0.00
104 H 1.1215 -5.7982 -1.2421  0.00
105 H 0.8144 -5.9053 -2.9764  0.00

Computed properties:
**Electronic energy**: -3017.118783 Eh
**Highest occupied orbital energy (alpha / beta)**: -10.953 / -10.899 eV
**Energy relative to the best compared isomer or geometry (same formula, charge and spin)**: 5.638 eV
**Charge**: +2
**LUMO energy (alpha / beta)**: -0.236 / -0.268 Ha
**HOMO-LUMO gap (alpha / beta)**: 4.53 / 3.62 eV
**⟨S²⟩**: 2.03
**Multiplicity**: 3